Record 1
Entry from the OMol25 dataset: the molecule C4H7FN2 (the ωB97M-V functional and the def2-TZVPD basis).

```
14
Properties=species:S:1:pos:R:3:lowdin_charge:R:1
C -0.377 0.989 0.455 -0.09
C -0.216 -0.479 0.221 -0.23
C 0.145 -1.054 -1.118 -0.23
N 1.116 -2.126 -1.039 0.01
N 1.595 -2.276 0.072 0.04
C 1.305 -1.257 1.021 -0.27
F 1.310 -1.652 2.284 0.05
H 0.332 1.602 -0.052 0.07
H -0.475 1.086 1.496 0.07
H -1.179 1.418 -0.110 0.07
H -1.113 -0.990 0.515 0.11
H -0.799 -1.457 -1.529 0.11
H 0.563 -0.173 -1.853 0.17
H 1.931 -0.421 0.923 0.12
```

Values from the calculation:
max |F|	0.0959	Eh/bohr
M	102.11	g/mol
HOMO-LUMO gap	0.3621	hartree
highest occupied orbital energy	-9.25	eV
SMILES string	C[C@H]1CN=N[C@@H]1F

Record 2
Entry from the OMol25 dataset: a cluster of 10 separate species, C45H93BNO24PS12 in total (the ωB97M-V functional and the def2-TZVPD basis).

```
177
Properties=species:S:1:pos:R:3:lowdin_charge:R:1
C 1.698 -1.282 -1.134 -0.10
C 1.577 0.202 -0.586 -0.24
N 0.185 0.538 -0.246 -0.12
C -0.175 1.914 -0.561 -0.34
C -1.008 2.091 -1.900 -0.52
S -0.472 0.850 -3.191 0.89
B -0.727 3.553 -2.538 -0.47
O -1.629 4.638 -2.558 0.12
C 0.748 3.821 -3.166 -0.17
C 0.863 5.310 -3.732 -0.12
C -2.526 1.748 -1.622 -0.47
P -3.583 1.270 -3.126 0.93
O -3.131 2.131 -4.514 -0.28
O -3.559 -0.389 -3.394 -0.28
O -3.249 2.796 -0.951 -0.27
S -2.601 3.169 0.529 0.72
O -3.497 2.609 1.569 -0.35
O -2.613 4.661 0.617 -0.31
C -0.851 2.594 0.747 -0.68
C 0.106 3.722 1.279 -0.10
S -0.897 1.319 2.112 0.81
H 2.085 -1.964 -0.337 0.04
H 0.742 -1.650 -1.578 0.01
H 2.505 -1.260 -1.918 0.08
H 2.156 0.197 0.374 0.10
H 2.035 0.859 -1.361 0.09
H -0.479 -0.144 -0.604 0.07
H 0.794 2.452 -0.719 0.12
H 0.898 0.998 -3.152 -0.07
H -2.532 4.367 -2.742 0.08
H 1.535 3.701 -2.379 0.08
H 0.934 3.166 -4.049 0.09
H 1.913 5.454 -4.072 0.05
H 0.616 6.001 -2.900 0.07
H 0.152 5.375 -4.584 0.08
H -2.527 0.850 -0.938 0.13
H -3.296 3.071 -4.411 0.04
H -4.059 -0.759 -2.649 0.03
H -0.404 4.326 2.059 0.09
H 0.985 3.221 1.738 0.09
H 0.401 4.352 0.406 0.09
H -1.725 0.332 1.611 -0.08
O 3.765 -0.351 2.836 -0.32
S 3.654 -1.704 2.343 0.68
O 2.560 -2.120 1.494 -0.34
C 5.198 -2.154 1.567 -0.23
C 6.035 -2.731 2.702 -0.22
C 5.086 -3.621 3.510 -0.22
C 3.791 -2.832 3.729 -0.22
H 5.647 -1.278 1.101 0.07
H 4.981 -2.912 0.812 0.11
H 6.891 -3.290 2.323 0.12
H 6.413 -1.923 3.335 0.12
H 4.870 -4.532 2.944 0.12
H 5.527 -3.924 4.461 0.11
H 2.918 -3.482 3.750 0.10
H 3.833 -2.238 4.642 0.10
O 5.719 4.088 -1.430 -0.32
S 4.685 5.078 -1.625 0.68
O 3.588 4.861 -2.539 -0.32
C 4.029 5.530 -0.027 -0.23
C 4.916 6.681 0.433 -0.22
C 5.111 7.573 -0.797 -0.21
C 5.454 6.658 -1.977 -0.22
H 4.057 4.671 0.640 0.11
H 2.999 5.860 -0.173 0.11
H 4.464 7.228 1.261 0.12
H 5.883 6.297 0.769 0.12
H 4.184 8.112 -1.007 0.12
H 5.893 8.316 -0.637 0.12
H 5.064 7.044 -2.916 0.10
H 6.529 6.497 -2.060 0.10
O 0.560 -3.998 -1.573 -0.30
S -0.751 -3.515 -1.933 0.68
O -1.103 -2.114 -1.889 -0.37
C -1.167 -4.160 -3.545 -0.22
C -1.832 -5.500 -3.252 -0.22
C -2.763 -5.251 -2.061 -0.21
C -1.973 -4.452 -1.020 -0.21
H -0.268 -4.248 -4.151 0.11
H -1.868 -3.465 -4.010 0.11
H -2.376 -5.874 -4.120 0.12
H -1.076 -6.242 -2.981 0.12
H -3.629 -4.671 -2.391 0.12
H -3.138 -6.184 -1.639 0.11
H -2.612 -3.766 -0.466 0.10
H -1.445 -5.107 -0.327 0.11
O -1.761 -2.486 4.768 -0.32
S -3.086 -2.265 4.235 0.66
O -3.482 -2.754 2.933 -0.34
C -4.281 -2.806 5.446 -0.23
C -4.520 -1.577 6.315 -0.21
C -4.622 -0.395 5.344 -0.20
C -3.464 -0.518 4.350 -0.22
H -3.886 -3.656 6.000 0.11
H -5.188 -3.093 4.912 0.11
H -5.420 -1.683 6.919 0.12
H -3.674 -1.427 6.992 0.11
H -5.574 -0.444 4.809 0.12
H -4.590 0.561 5.868 0.12
H -3.737 -0.143 3.365 0.10
H -2.574 -0.003 4.708 0.07
O -7.772 -0.714 -3.522 -0.31
S -7.377 0.007 -2.335 0.66
O -6.052 -0.117 -1.771 -0.37
C -7.747 1.736 -2.570 -0.23
C -9.182 1.883 -2.075 -0.21
C -9.263 1.064 -0.784 -0.22
C -8.596 -0.286 -1.056 -0.23
H -7.622 2.001 -3.618 0.11
H -7.055 2.311 -1.952 0.11
H -9.442 2.929 -1.908 0.12
H -9.877 1.476 -2.815 0.12
H -8.726 1.587 0.013 0.12
H -10.293 0.933 -0.453 0.09
H -8.098 -0.677 -0.169 0.10
H -9.311 -1.017 -1.433 0.09
O -0.708 -1.464 8.383 -0.32
S -0.543 -0.054 8.116 0.66
O -1.523 0.925 8.531 -0.33
C 1.066 0.450 8.705 -0.23
C 1.993 0.207 7.520 -0.22
C 1.236 0.710 6.287 -0.20
C -0.192 0.163 6.373 -0.23
H 1.333 -0.128 9.588 0.11
H 1.012 1.511 8.952 0.11
H 2.947 0.720 7.646 0.12
H 2.196 -0.863 7.417 0.12
H 1.212 1.804 6.296 0.12
H 1.720 0.401 5.360 0.11
H -0.915 0.855 5.944 0.09
H -0.277 -0.811 5.889 0.09
O 9.747 0.840 0.920 -0.32
S 8.676 0.413 0.048 0.69
O 7.589 -0.417 0.522 -0.33
C 7.999 1.850 -0.766 -0.24
C 8.843 2.001 -2.024 -0.21
C 9.014 0.586 -2.588 -0.23
C 9.391 -0.328 -1.417 -0.22
H 8.054 2.711 -0.103 0.11
H 6.959 1.634 -1.014 0.10
H 8.370 2.669 -2.744 0.11
H 9.822 2.417 -1.769 0.12
H 8.067 0.257 -3.029 0.11
H 9.763 0.555 -3.371 0.09
H 8.993 -1.329 -1.542 0.07
H 10.471 -0.374 -1.277 0.11
O -11.955 -0.880 -0.771 -0.32
S -12.453 -1.517 0.427 0.67
O -13.416 -0.875 1.289 -0.32
C -13.048 -3.144 -0.003 -0.23
C -11.823 -4.041 0.134 -0.22
C -11.124 -3.598 1.423 -0.21
C -11.056 -2.068 1.405 -0.22
H -13.463 -3.132 -1.009 0.11
H -13.819 -3.417 0.719 0.11
H -12.101 -5.095 0.165 0.12
H -11.154 -3.894 -0.718 0.12
H -11.707 -3.931 2.286 0.12
H -10.129 -4.035 1.514 0.12
H -11.131 -1.647 2.406 0.11
H -10.146 -1.714 0.921 0.08
O 9.923 -1.079 -4.881 -0.32
S 9.062 -2.205 -4.614 0.68
O 8.811 -2.683 -3.275 -0.32
C 7.500 -1.934 -5.434 -0.23
C 7.700 -2.521 -6.827 -0.22
C 8.443 -3.844 -6.618 -0.21
C 9.590 -3.576 -5.639 -0.22
H 7.267 -0.870 -5.444 0.11
H 6.735 -2.481 -4.882 0.11
H 6.749 -2.666 -7.339 0.12
H 8.310 -1.846 -7.433 0.12
H 7.759 -4.582 -6.191 0.12
H 8.816 -4.250 -7.558 0.12
H 9.793 -4.439 -5.007 0.10
H 10.499 -3.275 -6.159 0.11
```

Values from the calculation:
max |F|	0.1195	Eh/bohr
M	1458.81	g/mol
HOMO-LUMO gap	0.2817	hartree
highest occupied orbital energy	-7.50	eV
SMILES string	CCN[C@H]1[C@](S)(B(O)CC)[C@H](P(O)O)OS(=O)(=O)[C@@]1(C)S.O=S1(=O)CCCC1.O=S1(=O)CCCC1.O=S1(=O)CCCC1.O=S1(=O)CCCC1.O=S1(=O)CCCC1.O=S1(=O)CCCC1.O=S1(=O)CCCC1.O=S1(=O)CCCC1.O=S1(=O)CCCC1

Record 3
Entry from the OMol25 dataset: the molecule C8H6N2S3 (the ωB97M-V functional and the def2-TZVPD basis).

```
19
Properties=species:S:1:pos:R:3:lowdin_charge:R:1
C 0.553 2.267 0.304 -0.10
C 0.765 0.900 -0.238 -0.35
C -0.111 -0.130 -0.443 -0.55
C -1.553 0.032 -0.154 -0.25
C -2.254 -0.791 0.784 -0.12
N -3.559 -0.726 0.999 0.05
C -4.283 0.186 0.324 -0.09
C -3.548 1.044 -0.623 -0.14
N -2.262 0.998 -0.917 0.12
S 0.372 -1.795 -0.474 0.66
S 2.370 -1.514 0.059 0.59
C 2.181 0.267 0.102 -1.10
S 3.509 1.247 0.222 0.61
H -0.483 2.361 0.491 0.03
H 0.969 3.085 -0.465 0.14
H 1.005 2.204 1.442 0.14
H -1.694 -1.381 1.494 0.10
H -5.413 0.220 0.286 0.12
H -4.150 1.941 -1.081 0.13
```

Values from the calculation:
max |F|	0.0934	Eh/bohr
M	226.35	g/mol
HOMO-LUMO gap	0.2662	hartree
highest occupied orbital energy	-8.27	eV
SMILES string	Cc1c(-c2cnccn2)ssc1=S

Record 4
Entry from the OMol25 dataset: a cluster of 2 separate species, C3H8OSi in total (the ωB97M-V functional and the def2-TZVPD basis).

```
13
Properties=species:S:1:pos:R:3:lowdin_charge:R:1
C -1.891 1.099 0.021 -0.11
C -1.647 0.617 -1.174 -0.17
C 1.933 -0.033 1.065 -0.32
O 0.787 -2.135 -0.701 -0.31
Si 1.434 -0.653 -0.718 0.64
H -1.709 2.119 0.289 0.05
H -2.554 0.428 0.626 0.07
H -1.983 -0.343 -1.675 0.07
H -0.984 1.216 -1.903 0.06
H 1.908 1.066 1.073 0.00
H 1.196 -0.269 1.788 -0.02
H 2.942 -0.329 1.361 0.01
H 0.568 -2.783 -0.052 0.03
```

Values from the calculation:
max |F|	0.0757	Eh/bohr
M	88.18	g/mol
HOMO-LUMO gap	0.3083	hartree
highest occupied orbital energy	-7.80	eV